No. 1
C5H7N | ωB97M-V with the def2-TZVPD basis set

Values from the calculation:
Max |F| in eV/A: 0.419
HOMO in eV: -8.362
E_LUMO in eV: -0.5

```
! wB97M-V def2-TZVPD RIJCOSX def2/J DEFGRID3
* xyz 0 1
C -2.662 -0.057 0.325
C -1.483 0.428 -0.102
C -0.284 -0.261 0.332
C 0.848 -0.060 -0.535
C 2.099 0.264 0.274
N 1.987 -0.995 -0.383
H -1.476 1.243 -0.836
H -3.612 0.305 -0.063
H -2.677 -0.868 1.049
H 0.793 0.394 -1.528
H 1.997 0.323 1.354
H 2.778 0.979 -0.184
H 1.691 -1.695 0.297
*
```

Charge distribution, Mulliken scheme, values in e: -0.61 -0.05 -0.76 0.24 -0.35 -0.61 0.28 0.27 0.30 0.39 0.30 0.25 0.33

***

No. 2
C5H7N | ωB97M-V with the def2-TZVPD basis set

Values from the calculation:
Max |F| in eV/A: 0.335
HOMO in eV: -8.598
E_LUMO in eV: 0.9

```
! wB97M-V def2-TZVPD RIJCOSX def2/J DEFGRID3
* xyz 0 1
C -1.539 0.545 0.979
C -0.353 0.134 0.166
C -0.138 -0.977 -0.594
C 1.186 -0.816 -1.149
C 1.769 0.449 -0.752
N 0.781 0.917 0.097
H -1.277 0.657 2.038
H -1.935 1.505 0.629
H -2.333 -0.202 0.901
H -0.824 -1.801 -0.741
H 1.641 -1.450 -1.905
H 2.135 -0.737 -0.285
H 0.887 1.776 0.616
*
```

Charge distribution, Mulliken scheme, values in e: -1.16 0.48 -0.47 -0.32 -0.69 0.01 0.31 0.31 0.29 0.39 0.47 0.19 0.19

***

No. 3
C5H7N | ωB97M-V with the def2-TZVPD basis set

Values from the calculation:
SMILES: C=CC#CCN
Max |F| in eV/A: 4.732
HOMO in eV: -8.698
E_LUMO in eV: 0.8

```
! wB97M-V def2-TZVPD RIJCOSX def2/J DEFGRID3
* xyz 0 1
C 2.823 0.654 -0.289
C 2.186 -0.485 0.293
C 0.795 -0.387 -0.095
C -0.361 -0.549 -0.335
C -1.818 -0.528 -0.358
N -2.324 0.744 0.277
H 3.930 0.697 0.360
H 2.378 1.489 -1.194
H 2.570 -1.374 1.194
H -2.269 -0.425 -1.369
H -2.120 -1.409 0.155
H -3.378 0.843 -0.021
H -2.413 0.730 1.384
*
```

Charge distribution, Mulliken scheme, values in e: -0.52 -0.55 -0.12 0.61 -0.54 -0.63 0.18 0.26 0.24 0.31 0.27 0.26 0.24

***

No. 4
C5H7N | ωB97M-V with the def2-TZVPD basis set

Values from the calculation:
SMILES: C1[C@H]2[C@@H]1N1C[C@@H]21
Max |F| in eV/A: 1.065
HOMO in eV: -8.850
E_LUMO in eV: 1.2

```
! wB97M-V def2-TZVPD RIJCOSX def2/J DEFGRID3
* xyz 0 1
C 0.772 -0.938 -0.838
C 0.892 -0.401 0.535
C 0.666 0.551 -0.717
N -0.443 1.250 -0.009
C -1.578 0.381 0.264
C -0.352 0.290 1.095
H 0.078 -1.678 -1.222
H 1.797 -1.101 -1.196
H 1.650 -0.763 1.233
H 1.106 1.165 -1.504
H -1.865 -0.371 -0.463
H -2.396 0.951 0.704
H -0.327 0.663 2.116
*
```

Charge distribution, Mulliken scheme, values in e: -0.62 -0.35 -0.26 -0.47 -0.18 -0.12 0.22 0.24 0.40 0.42 0.19 0.22 0.29

***

No. 5
C5H7N | ωB97M-V with the def2-TZVPD basis set

Values from the calculation:
Max |F| in eV/A: 1.028
HOMO in eV: -8.376
E_LUMO in eV: 0.2

```
! wB97M-V def2-TZVPD RIJCOSX def2/J DEFGRID3
* xyz 0 1
C 2.110 -0.173 -0.136
C 0.649 0.195 -0.019
C 0.461 1.507 0.135
C -2.048 0.797 0.199
C -1.649 -0.462 -0.015
N -0.314 -0.797 -0.137
H 2.416 -0.817 0.693
H 2.300 -0.687 -1.083
H 2.727 0.728 -0.109
H -1.373 1.588 0.466
H -3.084 1.072 0.201
H -2.339 -1.289 -0.149
H -0.031 -1.763 -0.056
*
```

Charge distribution, Mulliken scheme, values in e: -1.29 0.76 -0.65 -0.94 0.07 -0.17 0.32 0.32 0.35 0.40 0.24 0.34 0.25

***

No. 6
C5H7N | ωB97M-V with the def2-TZVPD basis set

Values from the calculation:
SMILES: C=CN1C=C1C
Max |F| in eV/A: 6.359
HOMO in eV: -7.362
E_LUMO in eV: 0.0

```
! wB97M-V def2-TZVPD RIJCOSX def2/J DEFGRID3
* xyz 0 1
C 2.050 -0.048 -0.247
C 1.328 -0.196 0.874
N -0.018 -0.020 0.923
C -1.221 0.366 1.864
C -1.073 0.226 0.184
C -1.359 0.115 -1.188
H 3.138 -0.324 -0.384
H 1.637 0.212 -1.177
H 1.853 -0.256 1.827
H -1.780 -0.645 2.022
H -1.853 1.098 -1.323
H -2.251 -0.486 -1.559
H -0.452 -0.040 -1.815
*
```

Charge distribution, Mulliken scheme, values in e: -0.84 0.22 0.09 -0.67 0.45 -0.90 0.22 0.19 0.34 0.09 0.29 0.31 0.21

***

No. 7
C5H7N | ωB97M-V with the def2-TZVPD basis set

Values from the calculation:
Max |F| in eV/A: 0.381
HOMO in eV: -7.374
E_LUMO in eV: 0.5

```
! wB97M-V def2-TZVPD RIJCOSX def2/J DEFGRID3
* xyz 0 1
C -1.727 -0.296 -0.437
N -0.716 -0.406 0.593
C -0.175 0.644 1.465
C 0.598 -0.151 0.492
C 1.680 -0.313 -0.349
C 2.576 -1.004 -0.992
H -1.407 -0.891 -1.296
H -1.861 0.750 -0.753
H -2.677 -0.685 -0.065
H -0.397 1.685 1.215
H -0.152 0.410 2.527
H 1.236 0.831 -0.509
H 3.022 -0.575 -1.892
*
```

Charge distribution, Mulliken scheme, values in e: -0.75 -0.17 -0.40 -0.01 0.12 -0.43 0.30 0.30 0.27 0.26 0.21 0.14 0.16

***

No. 8
C5H7N | ωB97M-V with the def2-TZVPD basis set

Values from the calculation:
SMILES: C=C=NC.C#C
Max |F| in eV/A: 3.384
HOMO in eV: -8.509
E_LUMO in eV: 1.1

```
! wB97M-V def2-TZVPD RIJCOSX def2/J DEFGRID3
* xyz 0 1
C -1.509 0.822 1.514
C -0.710 1.057 0.487
N -0.056 1.252 -0.525
C 1.234 0.846 -0.978
H -1.586 1.099 2.541
H -1.893 -0.087 1.279
H 2.012 0.525 -0.237
H 1.109 -0.134 -1.542
H 1.619 1.661 -1.635
C -0.716 -2.185 0.009
C -0.339 -2.044 -1.134
H -0.862 -2.352 1.065
H -0.451 -1.910 -2.209
*
```

Charge distribution, Mulliken scheme, values in e: -1.11 0.79 -0.34 -0.54 0.30 0.23 0.27 0.13 0.27 -0.33 -0.49 0.46 0.36

***

The following HOMO-LUMO gap values (in eV) correspond, in order, to the records above: 7.91; 9.54; 9.52; 10.04; 8.63; 7.36; 7.91; 9.57.